# 1
A 10-piece molecular cluster, C20H60N4O10 overall in a non-equilibrium geometry, computed with ωB97M-V/def2-TZVPD.

HOMO-LUMO gap, eV: 9.457
E_HOMO, eV: -9.3600
Energy relative to the best compared isomer or geometry (same formula, charge and spin), kJ/mol: 339.9
LUMO, eV: 0.1
Structure (SMILES): NC(N)=O.NC(N)=O.CC(C)O.CC(C)O.CC(C)O.CC(C)O.CC(C)O.CO.CO.CO

Geometry (Å):
C  -0.50262  -0.69854  4.71012
O  -0.28399  -1.47351  3.56206
H  -1.57293  -0.49555  4.74669
H  -0.20646  -1.22481  5.61755
H  0.04321  0.24362  4.66006
H  -0.52655  -1.03882  2.74120
C  3.47069  2.21850  0.84867
O  2.83204  2.86667  -0.19267
H  3.84754  1.27300  0.45866
H  4.37249  2.77662  1.10037
H  2.96633  1.99832  1.78955
H  3.48156  2.96257  -0.89305
C  -5.00853  -0.33830  1.36874
O  -5.92903  0.73630  1.58413
H  -4.25247  -0.37956  2.15280
H  -5.64233  -1.22384  1.41601
H  -4.54023  -0.33668  0.38447
H  -6.74181  0.44558  1.16405
C  3.35400  0.74033  -2.59917
C  4.76552  0.33837  -2.91081
C  5.18018  0.60861  -4.33307
O  5.73093  0.79093  -2.03827
H  3.19555  1.80015  -2.79859
H  3.10000  0.42556  -1.58699
H  2.62201  0.25995  -3.24841
H  4.76897  -0.73233  -2.70662
H  5.26364  1.69263  -4.41063
H  4.48321  0.31674  -5.11865
H  6.12018  0.08042  -4.49279
H  5.55815  1.73081  -1.94685
C  -3.15334  -1.13862  -2.52408
C  -1.71886  -1.09040  -3.06775
C  -1.18934  0.29651  -3.45399
O  -0.92591  -1.55297  -2.04489
H  -3.23853  -0.56612  -1.60045
H  -3.56193  -2.12817  -2.31926
H  -3.82643  -0.67831  -3.24739
H  -1.68263  -1.77482  -3.91531
H  -0.10934  0.41538  -3.54097
H  -1.45049  1.13894  -2.81351
H  -1.70107  0.37716  -4.41301
H  -0.59922  -2.41000  -2.32838
C  2.87883  -1.62704  0.67128
C  2.68061  -3.09100  0.24874
C  2.73005  -3.14764  -1.33144
O  3.61355  -3.96460  0.90331
H  2.05552  -0.99808  0.33266
H  3.70335  -1.21057  0.09264
H  3.08146  -1.57293  1.74091
H  1.69793  -3.38324  0.61893
H  2.28573  -2.24526  -1.75144
H  2.12552  -3.93667  -1.77876
H  3.73431  -3.30040  -1.72669
H  4.47649  -3.71921  0.56165
C  -2.18710  -5.48971  2.69289
C  -2.20734  -4.18446  1.94996
C  -1.25403  -4.15538  0.80469
O  -3.47325  -4.00234  1.48443
H  -2.48460  -5.29568  3.72340
H  -1.19898  -5.94892  2.72187
H  -2.94721  -6.16736  2.30414
H  -1.94721  -3.42841  2.69078
H  -1.50749  -4.99185  0.15341
H  -0.23962  -4.19668  1.20140
H  -1.36293  -3.20683  0.27887
H  -3.65079  -4.64227  0.79120
C  -2.81838  2.87704  3.22862
C  -1.51382  3.57165  2.96703
C  -1.56452  5.10280  3.41067
O  -0.54761  2.95642  3.77723
H  -3.12991  3.05379  4.25809
H  -2.85102  1.80132  3.05577
H  -3.61724  3.35302  2.65996
H  -1.20189  3.47755  1.92686
H  -1.86115  5.25244  4.44880
H  -2.14266  5.79062  2.79361
H  -0.58131  5.57131  3.36717
H  -0.14101  2.21772  3.31831
C  0.17231  4.04268  -3.35223
O  1.19396  3.85560  -3.97296
N  0.02503  3.95058  -2.08355
N  -0.95101  4.21001  -3.93059
H  -0.82503  4.16583  -1.58240
H  0.83117  3.67216  -1.54252
H  -1.82812  4.10264  -3.44146
H  -1.06352  4.09670  -4.92789
C  -0.21583  0.56890  0.81258
O  0.09217  0.86674  1.95583
N  0.31596  1.09410  -0.24318
N  -1.21605  -0.23737  0.50970
H  -0.02640  0.81281  -1.15079
H  1.03255  1.79952  -0.14842
H  -1.69423  -0.80849  1.19181
H  -1.26722  -0.56397  -0.44467



# 2
C17H26BCl5F4NO6PS3Tl as an isolated structure in a non-equilibrium geometry, computed with ωB97M-V/def2-TZVPD.

HOMO-LUMO gap (spin up / spin down), eV: 4.560 / 4.361
E_HOMO (spin up / spin down), eV: -10.2185 / -10.1211
Energy relative to the best compared isomer or geometry (same formula, charge and spin), kJ/mol: 45.3
LUMO (spin up / spin down), eV: -5.7 / -5.8
Total charge: +1

Geometry (Å):
Tl  0.29313  -0.28206  -0.14525
C  1.64078  -3.68745  0.46421
C  0.48758  -4.19995  -0.38302
S  -0.88182  -3.00573  -0.66571
C  -1.09440  -3.10284  -2.48034
C  0.10446  -2.81947  -3.37250
S  0.92695  -1.20390  -3.06905
C  2.68720  -1.69077  -2.89663
C  3.05195  -2.71501  -1.83353
S  2.59014  -2.23622  -0.11837
H  2.36283  -4.49410  0.60239
H  1.27015  -3.35375  1.43341
H  0.03560  -5.02648  0.16678
H  0.82513  -4.58295  -1.34294
H  -1.89096  -2.38538  -2.67367
H  -1.47030  -4.10315  -2.70223
H  -0.25440  -2.78193  -4.40220
H  0.86629  -3.59480  -3.30955
H  3.18508  -0.74337  -2.69595
H  3.00780  -2.06548  -3.86976
H  4.13744  -2.82539  -1.83413
H  2.61547  -3.68879  -2.04270
Cl  -1.47407  0.99346  6.92860
C  -1.03727  0.21932  5.46736
C  -0.04693  0.77708  4.64845
Cl  0.70452  2.25102  5.10044
C  0.33356  0.12951  3.48892
Cl  1.53230  0.76633  2.45085
C  -0.32863  -1.04699  3.02709
O  -0.00618  -1.60119  1.93455
C  -1.36574  -1.55581  3.86272
Cl  -2.19518  -2.95503  3.33439
C  -1.66984  -0.96899  5.08120
Cl  -2.84175  -1.68077  6.11020
N  -3.49816  1.54384  1.55080
C  -3.13869  2.52204  0.50776
C  -1.59493  2.42857  0.40332
O  -1.02651  3.02919  -0.53131
O  -1.04455  1.74064  1.27174
H  -4.15825  1.87422  2.25290
H  -2.54039  1.32406  1.96212
H  -3.84707  0.65767  1.13090
H  -3.43059  3.53767  0.77441
H  -3.58094  2.27208  -0.45760
F  -3.73299  -1.51501  -1.86456
B  -3.61578  -0.48568  -1.00320
F  -2.25214  -0.02881  -0.99143
F  -3.88027  -0.84805  0.32098
F  -4.41067  0.58393  -1.31019
C  3.70398  2.08000  -0.50373
O  2.38513  1.53479  -0.54308
P  1.02443  2.47578  -0.64459
O  1.19078  3.24812  -2.03212
C  0.97601  2.64440  -3.30205
O  1.43075  3.60055  0.38005
C  1.06832  4.96929  0.20883
H  3.94136  2.58833  -1.43862
H  4.37385  1.23574  -0.35160
H  3.80623  2.77659  0.32356
H  1.44373  1.65904  -3.35415
H  1.42949  3.31599  -4.03069
H  -0.09125  2.55578  -3.50388
H  1.37521  5.48593  1.11583
H  -0.00248  5.07407  0.04695
H  1.59550  5.38030  -0.65140



# 3
One molecule with the formula C5H12O2 in a non-equilibrium geometry, computed with ωB97M-V/def2-TZVPD.

HOMO-LUMO gap, eV: 10.762
E_HOMO, eV: -9.8075
Energy relative to the best compared isomer or geometry (same formula, charge and spin), kJ/mol: 144.5
LUMO, eV: 1.0
Structure (SMILES): CO[C@@H](C)CCO

Geometry (Å):
C  -1.81049  -0.40584  1.27631
O  -0.56614  -0.63652  0.61836
C  -0.18513  0.41285  -0.26483
C  -0.31220  1.85211  0.25932
C  1.24151  0.10637  -0.70068
C  1.44068  -1.35479  -1.10384
O  1.52000  -2.23072  -0.00354
H  -2.55441  0.10797  0.63323
H  -1.36134  0.15980  2.08535
H  -2.27675  -1.36415  1.55244
H  -0.86854  0.30187  -1.11895
H  0.39754  2.07292  1.06517
H  -1.32088  2.08967  0.61098
H  -0.09296  2.53994  -0.56772
H  1.94313  0.34387  0.11094
H  1.48089  0.76746  -1.54286
H  0.63209  -1.64477  -1.79773
H  2.38583  -1.45590  -1.64477
H  0.72671  -2.05392  0.52503



# 4
A 8-piece molecular cluster, C52H43F5O34S overall in a non-equilibrium geometry, computed with ωB97M-V/def2-TZVPD.

HOMO-LUMO gap, eV: 7.556
E_HOMO, eV: -9.3270
LUMO, eV: -1.8
Structure (SMILES): O=S1(=O)CC[C@@H](COCOCCO)[C@@H](C(F)(F)C(F)(F)F)O1.O=C1C=C(O)C(=O)C=C1O.O=C1C=C(O)C(=O)C=C1O.O=C1C=C(O)C(=O)C=C1O.O=C1C=C(O)C(=O)C=C1O.O=C1C=C(O)C(=O)C=C1O.O=C1C=C(O)C(=O)C=C1O.O=C1C=C(O)C(=O)C=C1O

Geometry (Å):
O  3.44809  -3.03490  3.32625
S  4.80978  -2.71149  2.96039
O  5.49994  -1.81989  3.87074
C  5.73976  -4.23785  2.87343
C  6.58345  -4.48238  1.59794
C  6.04350  -3.81479  0.32196
C  4.84591  -4.55737  -0.27881
O  3.75866  -4.56186  0.59976
C  2.62924  -5.12968  -0.05332
O  1.52108  -4.98436  0.75216
C  0.58672  -4.04191  0.24047
C  0.23011  -2.98446  1.31032
O  0.17302  -1.68197  0.74361
C  5.82888  -2.32823  0.60667
C  5.55555  -1.44930  -0.63408
F  5.89239  -2.07425  -1.81000
F  6.31162  -0.29486  -0.54314
C  4.06291  -0.98552  -0.73703
F  3.86888  -0.42531  -1.99153
F  3.80296  -0.01270  0.21049
F  3.17171  -2.03893  -0.61082
O  4.73949  -2.05471  1.50019
H  5.02613  -5.05101  2.99843
H  6.39204  -4.21523  3.74647
H  6.66295  -5.55420  1.40944
H  7.58801  -4.08601  1.77440
H  6.84040  -3.90531  -0.42359
H  4.56307  -4.05688  -1.21585
H  5.17507  -5.56676  -0.56868
H  2.49034  -4.65237  -1.03107
H  2.83950  -6.19646  -0.22562
H  -0.33511  -4.55315  -0.04788
H  0.98338  -3.49492  -0.61680
H  -0.70873  -3.20634  1.81584
H  1.03471  -3.02216  2.05064
H  0.95664  -1.53613  0.21283
H  6.76156  -1.94791  1.04051
C  8.04261  -1.86717  8.71757
C  9.18397  -1.20570  8.94187
C  9.78568  -0.28333  7.91818
O  10.81916  0.28865  8.21696
C  9.11047  -0.13218  6.64597
C  7.96403  -0.79331  6.41163
C  7.35112  -1.70097  7.44807
O  6.30880  -2.26025  7.17229
O  7.29957  -0.70159  5.27279
O  9.87344  -1.30641  10.07404
H  7.60300  -2.53148  9.44798
H  9.55982  0.52258  5.91306
H  6.49484  -1.26927  5.34922
H  10.64681  -0.72216  9.96548
C  -0.95605  1.92225  -1.30362
C  -1.28060  3.21070  -1.48813
C  -0.31063  4.31820  -1.15827
O  -0.64326  5.46583  -1.35731
C  0.98475  3.95136  -0.60375
C  1.30013  2.66367  -0.42297
C  0.34720  1.56036  -0.77927
O  0.71310  0.40857  -0.60518
O  2.45855  2.26402  0.08769
O  -2.47461  3.55385  -1.96877
H  -1.64278  1.12121  -1.53655
H  1.66450  4.75236  -0.35031
H  2.42910  1.29125  0.09159
H  -2.59141  4.53460  -2.05571
C  -1.56000  -6.83014  -5.47365
C  -0.56490  -6.31923  -4.74136
C  -0.77115  -5.84637  -3.33185
O  0.19812  -5.39893  -2.74584
C  -2.10127  -5.93486  -2.75854
C  -3.10164  -6.44674  -3.48810
C  -2.89042  -6.93873  -4.89471
O  -3.84807  -7.40286  -5.48045
O  -4.34405  -6.55912  -3.03653
O  0.68009  -6.18607  -5.19328
H  -1.42042  -7.16984  -6.48998
H  -2.24281  -5.57662  -1.74880
H  -4.85983  -6.95917  -3.76096
H  1.18600  -5.80536  -4.45638
C  -7.02751  6.08188  -3.00706
C  -5.81419  5.61363  -2.68750
C  -4.60245  6.51203  -2.66636
O  -3.52553  6.03505  -2.34991
C  -4.76640  7.90574  -3.02457
C  -5.98121  8.36991  -3.34675
C  -7.19630  7.48420  -3.34651
O  -8.26302  7.98956  -3.63483
O  -6.20800  9.63106  -3.68609
O  -5.61024  4.33748  -2.37099
H  -7.90471  5.45106  -3.02454
H  -3.88673  8.53345  -3.01871
H  -7.16480  9.69524  -3.86450
H  -4.66560  4.22260  -2.17434
C  -0.44001  2.70102  3.31939
C  -0.62527  1.74953  2.39076
C  -2.00276  1.38460  1.89688
O  -2.09772  0.53809  1.03403
C  -3.14920  2.07396  2.47743
C  -2.95289  3.01532  3.40681
C  -1.58056  3.39923  3.87871
O  -1.49903  4.28214  4.71409
O  -3.95098  3.68817  3.97910
O  0.38286  1.08031  1.85034
H  0.54203  2.97420  3.67843
H  -4.13580  1.79881  2.12737
H  -3.53177  4.30888  4.60411
H  0.00300  0.43384  1.21797
C  -5.89823  4.93025  1.43312
C  -6.25732  6.21636  1.34159
C  -7.61381  6.62844  0.84029
O  -7.86699  7.81728  0.80393
C  -8.54213  5.58930  0.42510
C  -8.18020  4.30332  0.51505
C  -6.83219  3.89176  1.03889
O  -6.58977  2.70090  1.10331
O  -8.97138  3.29867  0.15507
O  -5.45699  7.22045  1.68317
H  -4.92866  4.61971  1.79513
H  -9.50889  5.89615  0.05216
H  -8.46467  2.48356  0.32682
H  -5.96571  8.03621  1.52211
C  -1.55876  -2.75133  -4.72214
C  -1.13105  -1.55337  -4.30283
C  -1.77472  -0.27614  -4.77125
O  -1.34558  0.77728  -4.33938
C  -2.87541  -0.36566  -5.71914
C  -3.29951  -1.56497  -6.13519
C  -2.67133  -2.84020  -5.65047
O  -3.12733  -3.89040  -6.06360
O  -4.29748  -1.72411  -6.99823
O  -0.12157  -1.40927  -3.45164
H  -1.10608  -3.67422  -4.39742
H  -3.32129  0.55792  -6.06003
H  -4.39629  -2.68616  -7.12059
H  -0.01643  -0.45273  -3.29543